Here is a structure of composition C3H4O3Sr at a distorted geometry from the Open Molecules 2025 dataset. Energies are from the ωB97M-V functional and the def2-TZVPD basis.

Last column: Löwdin charge in e.
Cartesian coordinates (Å):
Sr (3.369, -0.029, -0.384)  1.666
O (-0.799, -0.029, -1.273)  -0.075
O (1.458, -0.052, -1.596)  -0.342
O (1.754, -0.314, 1.080)  -0.527
C (-1.453, 0.562, 0.141)  -0.081
C (0.412, -0.432, -0.881)  -0.593
C (0.542, -0.615, 0.512)  -0.334
H (-0.078, -1.398, 0.970)  0.110
H (-1.899, 0.672, 1.147)  0.032
H (-0.850, 1.447, 0.415)  0.083
H (-2.456, 0.189, -0.130)  0.062

The value obtained for the energy above the lowest of the compared OMol25 structures with the same formula, charge and spin is 465.6 kJ/mol. For the LUMO energy (spin up / spin down), the calculation gives -0.05696 / -0.05699 hartree. The HOMO energy (spin up / spin down) is -5.18 / -5.18 eV.

Here is a structure of composition C3H4O3Yb at a distorted geometry from the Open Molecules 2025 dataset. Energies are from the ωB97M-V functional and the def2-TZVPD basis.

Last column: Löwdin charge in e.
Cartesian coordinates (Å):
Yb (2.437, 3.122, 0.053)  1.083
O (2.283, 0.500, 0.228)  -0.157
O (-2.386, 0.361, 0.055)  0.071
O (-0.648, -0.455, 0.882)  -0.094
C (-1.939, -0.667, 0.729)  -0.122
C (0.143, -0.440, -0.285)  -0.174
C (1.593, -0.488, 0.034)  -0.163
H (-0.042, 0.593, -0.780)  0.139
H (-0.119, -1.259, -0.971)  0.144
H (-3.326, 0.239, -0.122)  0.119
H (2.003, -1.506, 0.177)  0.155

The value obtained for the energy above the lowest of the compared OMol25 structures with the same formula, charge and spin is 282.2 kJ/mol. For the LUMO energy (spin up / spin down), the calculation gives -0.15298 / -0.17031 hartree. Its expectation value of S² is 0.75. The HOMO energy (spin up / spin down) is -10.33 / -12.33 eV. The spin multiplicity is 2. Its total charge is +1.

Here is a structure of composition C3H4O4Pt at a distorted geometry from the Open Molecules 2025 dataset. Energies are from the ωB97M-V functional and the def2-TZVPD basis.

Last column: Löwdin charge in e.
Cartesian coordinates (Å):
Pt (-1.806, -1.924, 0.326)  1.188
O (0.250, -0.824, -1.333)  -0.025
O (1.505, 0.336, 0.054)  0.038
O (2.396, -0.405, -1.856)  0.121
O (-2.909, -1.072, 1.306)  -0.453
C (1.423, -0.270, -1.143)  -0.643
C (0.430, -0.109, 0.912)  -0.175
C (-0.681, -0.491, -0.040)  -0.424
H (0.824, -0.949, 1.503)  0.122
H (0.156, 0.716, 1.580)  0.131
H (-2.859, -0.717, 2.192)  0.017
H (-1.208, 0.416, -0.381)  0.103

The value obtained for the energy above the lowest of the compared OMol25 structures with the same formula, charge and spin is 0.0 kJ/mol. For the LUMO energy (spin up / spin down), the calculation gives -0.02643 / -0.09167 hartree. Its expectation value of S² is 2.01. The HOMO energy (spin up / spin down) is -7.97 / -10.16 eV. The spin multiplicity is 3.

Here is a structure of composition C3H4O4Tm at a distorted geometry from the Open Molecules 2025 dataset. Energies are from the ωB97M-V functional and the def2-TZVPD basis.

Last column: Löwdin charge in e.
Cartesian coordinates (Å):
Tm (-2.674, 2.789, -2.079)  1.017
O (2.361, -3.271, 1.959)  0.008
O (-1.575, 2.669, 0.085)  -0.112
O (0.137, 1.279, 0.562)  0.075
O (-1.126, 0.930, -1.191)  -0.240
C (-0.525, -0.454, -1.003)  -0.146
C (0.605, -0.067, -0.146)  -0.120
C (-0.895, 1.652, -0.096)  -0.735
H (1.493, 0.311, -0.674)  0.104
H (0.895, -0.789, 0.632)  0.107
H (2.617, -4.110, 2.352)  -0.005
H (-1.312, -0.940, -0.401)  0.047

For the LUMO energy (spin up / spin down), the calculation gives -0.00457 / -0.07358 hartree. Its expectation value of S² is 3.76. The HOMO energy (spin up / spin down) is -6.16 / -6.86 eV. The spin multiplicity is 4.

Here is a cluster of 2 separate species, C3H4O5 in total at a distorted geometry from the Open Molecules 2025 dataset. Energies are from the ωB97M-V functional and the def2-TZVPD basis.

Last column: Löwdin charge in e.
Cartesian coordinates (Å):
O (0.178, 1.948, 0.252)  0.058
O (-2.136, 0.058, 0.699)  0.117
O (-0.805, 0.194, -1.220)  0.075
O (-0.583, -1.532, 0.403)  0.052
O (2.780, -0.685, 0.890)  0.075
C (-0.959, -0.232, 0.190)  -0.652
C (2.238, -0.708, -0.146)  -0.004
C (0.093, 0.636, -0.226)  -0.245
H (0.089, 2.516, -0.510)  0.100
H (2.623, -1.126, -0.978)  0.041
H (-2.327, 1.057, 0.874)  0.189
H (-1.190, -2.125, -0.229)  0.195

The value obtained for the energy above the lowest of the compared OMol25 structures with the same formula, charge and spin is 587.1 kJ/mol. For the LUMO energy (spin up / spin down), the calculation gives 0.00784 / 0.01686 hartree. The HOMO energy (spin up / spin down) is -8.00 / -8.08 eV.

Here is a structure of composition C3H4OS at a distorted geometry from the Open Molecules 2025 dataset. Energies are from the ωB97M-V functional and the def2-TZVPD basis.

Last column: Löwdin charge in e.
Cartesian coordinates (Å):
S (1.835, -0.022, 0.381)  0.870
O (2.718, -0.386, -0.705)  -0.622
C (-1.317, -1.088, 0.183)  0.007
C (-0.446, -0.132, 0.037)  -0.264
C (0.280, 1.070, -0.147)  -0.344
H (-1.108, -2.045, 0.485)  0.033
H (0.290, 1.519, -1.163)  0.108
H (-2.371, -0.595, 0.134)  0.114
H (0.119, 1.679, 0.794)  0.100

The value obtained for the energy above the lowest of the compared OMol25 structures with the same formula, charge and spin is 369.2 kJ/mol. For the LUMO energy (spin up / spin down), the calculation gives 0.00744 / 0.00747 hartree. The HOMO energy (spin up / spin down) is -7.89 / -7.89 eV.

Here is a cluster of 2 separate species, C3H4OS in total at a distorted geometry from the Open Molecules 2025 dataset. Energies are from the ωB97M-V functional and the def2-TZVPD basis.

Last column: Löwdin charge in e.
Cartesian coordinates (Å):
S (2.535, 1.163, -0.068)  0.889
O (3.010, -1.646, -0.062)  0.053
C (-0.162, 0.036, -0.399)  -0.116
C (1.133, 0.058, 0.411)  -0.533
C (2.357, -0.612, 0.039)  -0.695
H (-0.503, -0.875, -0.786)  0.062
H (0.785, 0.263, 1.824)  0.230
H (-0.084, 0.506, -1.353)  0.071
H (-1.064, 0.292, -0.003)  0.039

The value obtained for the energy above the lowest of the compared OMol25 structures with the same formula, charge and spin is 246.2 kJ/mol. For the LUMO energy, the calculation gives -0.00456 hartree. The HOMO energy is -9.75 eV.

Here is a cluster of 2 separate species, C3H4OS in total at a distorted geometry from the Open Molecules 2025 dataset. Energies are from the ωB97M-V functional and the def2-TZVPD basis.

Last column: Löwdin charge in e.
Cartesian coordinates (Å):
S (-2.055, 0.593, 0.120)  0.782
O (1.570, 1.487, 0.099)  0.133
C (0.552, -0.788, -0.523)  -0.088
C (-0.431, 0.034, 0.271)  -0.673
C (0.796, 0.581, 0.087)  -0.498
H (1.024, -1.649, -0.088)  0.077
H (0.479, -1.122, -1.649)  0.144
H (-1.617, 1.783, -0.366)  -0.096
H (-0.318, -0.920, 2.047)  0.218

The value obtained for the energy above the lowest of the compared OMol25 structures with the same formula, charge and spin is 544.6 kJ/mol. For the LUMO energy (spin up / spin down), the calculation gives -0.04328 / -0.06203 hartree. The HOMO energy (spin up / spin down) is -9.02 / -9.51 eV.

Here is a cluster of 2 separate species, C3H4OS in total at a distorted geometry from the Open Molecules 2025 dataset. Energies are from the ωB97M-V functional and the def2-TZVPD basis.

Last column: Löwdin charge in e.
Cartesian coordinates (Å):
S (0.886, -1.707, 0.337)  0.671
O (2.580, 1.264, -0.562)  0.052
C (-0.623, -1.005, 0.365)  -0.660
C (2.175, 0.534, 0.205)  -0.145
C (-0.883, 0.293, -0.180)  -0.222
H (-1.927, 0.642, -0.151)  0.075
H (-0.149, 0.984, 0.288)  0.052
H (-0.690, 0.403, -1.345)  0.132
H (-1.369, -1.409, 1.043)  0.045

The value obtained for the energy above the lowest of the compared OMol25 structures with the same formula, charge and spin is 151.8 kJ/mol. For the LUMO energy (spin up / spin down), the calculation gives -0.01216 / -0.01217 hartree. The HOMO energy (spin up / spin down) is -8.50 / -8.50 eV.

Here is a structure of composition C3H4OS at a distorted geometry from the Open Molecules 2025 dataset. Energies are from the ωB97M-V functional and the def2-TZVPD basis.

Last column: Löwdin charge in e.
Cartesian coordinates (Å):
S (1.618, 0.115, -0.188)  0.819
O (-1.840, -0.079, -0.219)  0.149
C (-0.036, 1.149, 0.034)  -0.255
C (0.387, -1.127, 0.022)  -0.468
C (-0.684, -0.123, -0.065)  -0.672
H (-0.073, 1.621, 1.001)  0.083
H (0.565, -1.843, 0.956)  0.139
H (0.163, -1.733, -0.869)  0.095
H (-0.100, 2.019, -0.672)  0.110

The value obtained for the energy above the lowest of the compared OMol25 structures with the same formula, charge and spin is 142.2 kJ/mol. For the LUMO energy, the calculation gives 0.02601 hartree. The HOMO energy is -9.08 eV.

What is the formula in the tenth record? C3H4OS

Which formula does entry 9 have? C3H4OS